DFT (the ωB97M-V functional and the def2-TZVPD basis) results for a 16-piece molecular cluster, C39H65N18O2P2S overall in a non-equilibrium geometry.

```
! RIJCOSX wB97M-V def2-TZVPD def2/J DEFGRID3
* xyz 1 1
C -5.14851 -2.73438 -0.71391
C -3.85086 -2.15235 0.08444
C -2.57214 -2.55479 -0.80305
C -1.26267 -1.61397 -0.52661
N -0.16293 -2.55441 -0.12139
C 0.91975 -1.90782 0.61262
C 1.89990 -0.77668 0.25000
P 1.97515 0.17085 -1.38579
S 0.42903 1.30845 -1.69671
N 2.86829 -0.47140 1.30767
C 2.53290 -1.40946 2.36340
P 3.47951 -1.56140 4.02193
O 3.54965 -3.08189 4.33980
N 1.41152 -2.22112 1.95228
O 0.77332 -3.20978 2.61310
C -0.08711 -2.55758 3.60667
C -1.66153 -2.75100 3.33594
H -5.37188 -2.07151 -1.62227
H -6.05609 -2.86463 -0.04178
H -4.81897 -3.75166 -1.15015
H -3.84693 -2.63011 1.12669
H -4.03344 -1.01637 0.16473
H -2.29998 -3.65419 -0.59117
H -2.91683 -2.50164 -1.90181
H -1.55570 -0.86840 0.29241
H -1.07793 -1.05425 -1.50307
H 0.18711 -3.11287 -0.91629
H 3.14219 1.02671 -1.33066
H 2.23877 -0.76519 -2.45246
H 3.61497 0.24385 1.30100
H 4.84938 -1.16809 3.77870
H 2.85395 -0.81836 5.07076
H 0.09061 -1.42579 3.68545
H 0.12632 -2.99301 4.64598
H -2.08228 -3.61876 3.95649
H -2.17753 -1.77408 3.65292
H -1.90910 -2.91165 2.23077
C 2.29967 -6.28257 4.99105
C 0.98064 -6.78746 5.49053
N -0.05760 -7.18279 5.88358
H 2.40652 -5.22277 5.23030
H 3.11201 -6.83746 5.46080
H 2.36081 -6.41054 3.90940
C 6.58914 -2.46414 0.81279
C 5.57532 -1.68714 0.03269
N 4.77561 -1.07491 -0.58121
H 6.09980 -2.99435 1.63178
H 7.08048 -3.18967 0.16282
H 7.34080 -1.78740 1.22333
C 6.73126 2.04466 2.61218
C 5.42327 1.51557 3.11533
N 4.39244 1.10039 3.51177
H 6.81930 3.10517 2.85348
H 7.55487 1.50277 3.07997
H 6.79024 1.91897 1.52975
C 4.14378 -2.56485 -3.51642
C 5.19024 -3.27311 -4.32084
N 6.01285 -3.83033 -4.95295
H 3.80029 -1.67809 -4.05236
H 3.29469 -3.22907 -3.34516
H 4.55784 -2.26153 -2.55461
C -3.16911 2.36727 -2.84059
C -3.85487 1.49436 -1.82897
N -4.38008 0.80507 -1.02962
H -2.10795 2.11760 -2.88560
H -3.61183 2.21687 -3.82592
H -3.27673 3.41610 -2.55982
C -6.85315 4.92995 -2.22476
C -6.50452 3.63087 -2.88527
N -6.23005 2.60874 -3.40542
H -6.95842 5.71013 -2.97542
H -7.79364 4.82940 -1.68147
H -6.06529 5.21283 -1.52468
C -5.34357 9.20032 -2.08235
C -6.55163 8.32439 -2.22384
N -7.50190 7.63537 -2.33512
H -5.40461 10.03235 -2.78507
H -5.28785 9.59487 -1.06731
H -4.44178 8.62487 -2.28985
C -1.08158 3.66064 0.80076
C -2.10043 4.42761 0.01453
N -2.90152 5.03078 -0.60395
H -1.56917 3.12717 1.61842
H -0.57952 2.93878 0.15269
H -0.33945 4.34518 1.21471
C 5.53587 -8.23371 7.60403
C 4.68853 -8.74118 6.47660
N 4.02227 -9.14053 5.58972
H 6.57892 -8.50122 7.43403
H 5.45339 -7.14788 7.67090
H 5.20463 -8.67421 8.54502
C -8.67937 1.16203 -5.63773
C -9.88789 0.28738 -5.77865
N -10.83790 -0.40032 -5.88920
H -8.74013 1.99490 -6.33996
H -8.62205 1.55626 -4.62218
H -7.77731 0.58544 -5.84676
C -2.27269 12.34483 -3.13511
C -2.48791 11.08014 -2.36186
N -2.65683 10.08466 -1.75321
H -3.19107 12.93398 -3.14690
H -1.47862 12.93264 -2.67198
H -1.98845 12.10682 -4.16305
C 8.72056 -10.80040 9.59421
C 8.15648 -9.41996 9.73971
N 7.71334 -8.33412 9.85508
H 8.63187 -11.12996 8.55783
H 9.77335 -10.80270 9.88019
H 8.17512 -11.49329 10.23652
C -1.50027 10.03791 -7.30862
C -1.61924 11.39484 -6.68510
N -1.71306 12.46269 -6.19476
H -1.19493 9.30941 -6.55580
H -2.46175 9.73657 -7.72684
H -0.75585 10.06043 -8.10584
C 2.68782 -6.91454 0.77893
C 3.64124 -5.76530 0.90244
N 4.39065 -4.86165 1.00125
H 2.82899 -7.41163 -0.18203
H 2.86640 -7.63237 1.58129
H 1.66044 -6.55293 0.84612
C -2.67029 3.03433 -6.67716
C -2.79688 4.39427 -6.04689
N -2.89561 5.46066 -5.55596
H -2.36424 2.30341 -5.92714
H -3.62911 2.72989 -7.09950
H -1.92392 3.06224 -7.47239
*
```

Its HOMO-LUMO gap is 8.001 eV. Its total energy is -3741.41769 a.u.

These are the Mulliken partial charges, in e, on atoms 1 to 2: number 1, C, carries -1.12; number 2, C, carries -0.12